1.
The following is a DFT calculation (ωB97M-V with the def2-TZVPD basis set) of C4H7NOS2 in the gas phase.

Values from the calculation:
Frontier orbital gap ... 7.36 eV
Highest occupied orbital energy ... -8.64 eV
Total charge ... 0
LUMO level ... -1.3 eV
Energy ... -1082.96067 a.u.
ΔE to the lowest compared entry with this formula, charge and spin ... 21.4 kcal/mol

Last column: Löwdin charge in e.
CARTESIAN COORDINATES (ANGSTROEM)
N 0.99232 -2.01233 1.06423  0.067
C 0.96352 -1.18713 -0.00648  -0.899
S 2.33237 -0.64133 -0.70855  0.684
C -0.46783 -0.84889 -0.46620  -0.725
S -1.72983 -1.85716 -0.21252  0.785
C -0.65655 0.54015 -0.98026  -0.266
C -0.79223 1.67329 0.07236  -0.236
O 0.25484 1.59149 1.03356  -0.079
H 0.09212 -2.39159 1.38911  0.065
H 1.84028 -2.21806 1.51527  0.081
H 0.18385 0.76950 -1.67654  0.094
H -1.52833 0.56513 -1.64272  0.105
H -0.77128 2.66352 -0.45797  0.129
H -1.79367 1.56398 0.50703  0.119
H 1.08042 1.78942 0.56969  0.076

2.
The following is a DFT calculation (ωB97M-V with the def2-TZVPD basis set) of C5H5NO in the gas phase.

Values from the calculation:
Frontier orbital gap ... 10.84 eV
Highest occupied orbital energy ... -10.39 eV
Total charge ... 0
LUMO level ... 0.4 eV
Energy ... -323.44440 a.u.
ΔE to the lowest compared entry with this formula, charge and spin ... 47.2 kcal/mol

Last column: Löwdin charge in e.
CARTESIAN COORDINATES (ANGSTROEM)
N 1.00566 -1.38406 -2.47203  0.157
C 0.68951 -0.54783 -1.74000  -0.170
C 0.22864 0.50999 -0.88281  -0.261
C 0.72739 0.74588 0.48081  -0.034
C -0.75336 0.26692 0.24038  -0.152
C -0.94611 -0.95643 1.06076  -0.230
O -0.04606 -1.41293 1.72794  0.043
H -0.01390 1.42447 -1.40396  0.145
H 1.44152 -0.00365 0.84448  0.122
H 0.89695 1.72834 0.89067  0.108
H -1.68017 0.84831 0.08607  0.146
H -1.96393 -1.37053 1.15904  0.124

3.
The following is a DFT calculation (ωB97M-V with the def2-TZVPD basis set) of C31H46ClN5O6PRe as an isolated structure.

Values from the calculation:
Frontier orbital gap (spin up / spin down) ... 5.87 / 5.93 eV
Spin multiplicity ... 2
Highest occupied orbital energy (spin up / spin down) ... -3.55 / -3.61 eV
Total charge ... -1
LUMO level (spin up / spin down) ... 2.3 / 2.3 eV
Energy ... -2814.08572 a.u.
ΔE to the lowest compared entry with this formula, charge and spin ... 5.2 kcal/mol

Last column: Löwdin charge in e.
CARTESIAN COORDINATES (ANGSTROEM)
Re 0.47497 -1.16236 0.51517  1.443
O -2.42145 -6.03258 3.19562  0.107
C -3.34634 -5.10322 3.32463  -0.522
O -4.29727 -5.24195 4.06067  0.048
C -3.18484 -3.87770 2.48977  -0.059
C -4.13913 -2.89184 2.33411  -0.574
Cl -5.66065 -2.73487 3.08460  0.791
N -3.64540 -1.95646 1.48391  -0.048
N -2.39753 -2.27034 1.11223  0.150
C -2.10004 -3.40873 1.69334  -0.142
C -0.73689 -3.99184 1.43130  -0.538
O -0.57030 -5.20149 1.67417  0.034
O 0.17535 -3.22473 1.01969  -0.164
C -4.20499 -0.74947 0.96245  -0.185
C -5.55344 -0.64610 0.66176  -0.046
C -6.03781 0.54004 0.12857  -0.089
C -5.18221 1.60234 -0.11670  -0.096
C -3.82783 1.47127 0.16139  -0.069
C -3.33073 0.29798 0.70084  -0.021
H -1.69366 -5.75902 2.53996  0.049
H -6.21601 -1.48419 0.81560  0.079
H -7.09043 0.62195 -0.11075  0.098
H -5.56597 2.52257 -0.53916  0.096
H -3.14516 2.28504 -0.05015  0.095
H -2.27021 0.16604 0.87979  0.074
O 1.53189 -2.41134 -1.23415  -0.095
C 0.44221 -2.56775 -1.80984  -0.565
C 0.13708 -3.46205 -2.98672  -0.075
C -1.38489 -3.34899 -3.06642  -0.080
C -1.74616 -2.24135 -2.06144  -0.491
O -2.85530 -1.77348 -1.94258  0.055
N -0.61284 -1.88585 -1.36340  0.021
H 0.51836 -4.46548 -2.80374  0.120
H 0.64148 -3.06599 -3.87077  0.115
H -1.88729 -4.26181 -2.74329  0.118
H -1.77148 -3.08795 -4.05023  0.111
C -0.60114 -1.49534 4.20607  -0.039
C -0.06671 -0.26173 3.47516  -0.703
C -1.08127 0.88493 3.56290  -0.047
C 1.27161 0.16992 4.07974  -0.058
N 0.16103 -0.59462 2.09608  -0.233
H -0.72353 -1.28451 5.27173  0.084
H 0.09091 -2.33131 4.09150  0.089
H -1.56906 -1.79053 3.79901  0.065
H -1.09920 1.30298 4.57234  0.080
H -2.08526 0.53602 3.31637  0.067
H -0.81469 1.67783 2.86229  0.066
H 1.15217 0.41969 5.13710  0.077
H 1.65642 1.04360 3.54982  0.063
H 1.99923 -0.63576 3.97907  0.079
C 0.08490 3.48439 -0.77642  -0.102
C 1.52649 3.14473 -0.36781  -0.586
C 2.43331 4.32896 -0.71077  -0.084
C 1.47755 2.96067 1.16058  -0.106
P 1.97194 1.45984 -1.12055  0.861
N 1.19855 0.39699 -0.33245  -0.412
C 3.84343 1.20498 -0.97215  -0.594
C 4.14402 -0.29428 -1.13889  -0.096
C 4.24922 1.53903 0.47075  -0.100
C 4.72311 2.01706 -1.92706  -0.085
C 1.48676 1.45419 -2.95141  -0.588
C 1.84793 2.71141 -3.74978  -0.084
C 2.12463 0.24029 -3.64269  -0.088
C -0.03214 1.22232 -3.02816  -0.090
H -0.25142 4.33451 -0.17546  0.083
H -0.57869 2.64086 -0.57873  0.071
H -0.00791 3.77089 -1.82196  0.057
H 2.00344 5.23723 -0.27545  0.085
H 2.53079 4.49481 -1.78311  0.062
H 3.43218 4.21468 -0.29176  0.058
H 0.90528 3.78696 1.59370  0.084
H 2.46184 2.97019 1.62119  0.058
H 0.98532 2.02021 1.41114  0.037
H 3.47457 -0.89845 -0.52693  0.050
H 5.17237 -0.47157 -0.80859  0.082
H 4.06605 -0.63947 -2.16490  0.061
H 3.59850 1.03247 1.18566  0.079
H 4.24444 2.60877 0.67236  0.055
H 5.27033 1.18151 0.63143  0.083
H 4.55551 1.76194 -2.97093  0.056
H 5.77178 1.79186 -1.70657  0.085
H 4.58826 3.09267 -1.81271  0.062
H 2.91445 2.93301 -3.73054  0.061
H 1.31117 3.59382 -3.40571  0.058
H 1.56582 2.54883 -4.79523  0.085
H 3.19363 0.35894 -3.80328  0.061
H 1.65923 0.12777 -4.62703  0.084
H 1.95723 -0.67521 -3.07486  0.064
H -0.61141 2.09701 -2.74630  0.055
H -0.33716 0.39753 -2.38451  0.054
H -0.29091 0.97814 -4.06352  0.085

4.
The following is a DFT calculation (ωB97M-V with the def2-TZVPD basis set) of C6H12N2O in the gas phase.

Values from the calculation:
Frontier orbital gap (spin up / spin down) ... 6.12 / 6.74 eV
Spin multiplicity ... 3
Highest occupied orbital energy (spin up / spin down) ... -5.30 / -8.68 eV
Total charge ... 0
LUMO level (spin up / spin down) ... 0.8 / -1.9 eV
Energy ... -420.28292 a.u.
ΔE to the lowest compared entry with this formula, charge and spin ... 66.9 kcal/mol

Last column: Löwdin charge in e.
CARTESIAN COORDINATES (ANGSTROEM)
C -1.06412 1.12510 -1.08655  0.051
C -1.27910 0.00637 -0.31930  -0.248
C 0.44381 1.18962 -0.73779  -0.261
C 0.17427 -0.13993 0.00900  -0.413
C -2.50282 -0.77058 -0.12158  -0.032
C 0.47516 -0.17414 1.57851  -0.001
N 2.30897 -0.92043 -0.53645  -0.034
N 0.93954 -1.22390 -0.68134  -0.093
O 0.99294 2.18632 0.12291  -0.020
H -1.72852 1.76385 -1.50010  0.063
H 1.03761 1.09470 -1.72032  0.169
H -2.21623 -1.76275 -0.08982  0.048
H -3.18085 -0.40878 -0.95149  0.108
H -2.89133 -0.56204 0.91295  0.099
H -0.21899 0.51157 2.00544  0.077
H 1.46737 0.08048 1.89497  0.066
H 0.46209 -1.18877 1.87851  0.069
H 2.72248 -0.68110 -1.46291  0.086
H 2.31937 0.02207 -0.10940  0.060
H 0.83219 -2.16861 -0.14375  0.142
H 0.90617 2.02096 1.05849  0.062

5.
The following is a DFT calculation (ωB97M-V with the def2-TZVPD basis set) of a 7-piece molecular cluster, C34H65ClN3O10PS7 overall.

Values from the calculation:
Frontier orbital gap ... 8.10 eV
Highest occupied orbital energy ... -8.45 eV
Total charge ... 0
LUMO level ... -0.3 eV
Energy ... -5839.89996 a.u.

Last column: Löwdin charge in e.
CARTESIAN COORDINATES (ANGSTROEM)
C -4.09537 -2.19343 5.60126  -0.109
C -4.43559 -1.46613 4.30790  -0.261
C -3.43517 -1.75176 3.18597  -0.185
C -3.98333 -1.30650 1.81849  -0.337
C -5.03967 -2.28636 1.26251  -0.078
C -2.86273 -0.94388 0.86964  -0.176
C -2.53006 0.41190 0.73357  0.053
C -1.50707 0.90275 -0.07341  -0.109
C -1.21128 2.37755 -0.11879  -0.117
C -1.23737 3.01390 -1.51511  -0.190
C -0.22825 4.15537 -1.67371  -0.179
C 1.23289 3.78391 -1.39604  -0.222
C 2.02668 4.81476 -0.61013  -0.215
C 3.48625 4.34168 -0.46506  -0.266
C 4.48188 5.45162 -0.14327  -0.435
S 4.55075 5.74568 1.64655  1.007
C 6.24831 6.01695 1.84902  -0.701
N 7.24163 5.73259 1.08001  0.046
N 8.38389 6.17645 1.75271  0.052
C 7.97356 6.67274 2.85560  -0.208
O 6.63338 6.62312 2.99955  0.023
C -0.78880 -0.06369 -0.77071  -0.025
C -1.06943 -1.42351 -0.65553  -0.100
C -2.10165 -1.86739 0.15551  -0.479
Cl -2.36252 -3.57174 0.33067  0.809
C -0.08868 -2.20503 -1.45578  -0.433
O -0.05572 -3.37529 -1.71648  0.097
N 0.87432 -1.26081 -1.90789  -0.080
P 2.50551 -1.51717 -1.55549  0.709
O 2.77547 -1.54307 -0.10430  -0.393
C 0.36181 0.07293 -1.69781  -0.363
O 0.83332 1.00669 -2.27160  0.140
H -4.04386 -3.27172 5.45112  0.074
H -3.14353 -1.85215 6.01180  0.071
H -4.85728 -2.01203 6.35994  0.069
H -4.49467 -0.38905 4.48222  0.109
H -5.42134 -1.80405 3.97717  0.107
H -2.48650 -1.25313 3.39687  0.118
H -3.25982 -2.83056 3.18159  0.105
H -4.51802 -0.37126 2.00533  0.127
H -6.03935 -1.96992 1.54815  0.076
H -4.97518 -2.33601 0.17686  0.070
H -4.86381 -3.28885 1.64887  0.062
H -3.12398 1.12838 1.28928  0.126
H -0.27259 2.53674 0.41846  0.082
H -1.98790 2.86271 0.47842  0.116
H -2.22473 3.46513 -1.64149  0.114
H -1.14961 2.26713 -2.29727  0.059
H -0.30017 4.51605 -2.70379  0.102
H -0.53048 4.99863 -1.04460  0.110
H 1.30034 2.84375 -0.85000  0.082
H 1.76453 3.60761 -2.33383  0.111
H 2.03179 5.79104 -1.10406  0.114
H 1.62352 4.91541 0.40190  0.096
H 3.50826 3.56505 0.30183  0.095
H 3.78015 3.85963 -1.40112  0.099
H 5.47818 5.16839 -0.47135  0.068
H 4.19970 6.37480 -0.64595  0.079
H 8.60876 7.08813 3.61703  0.128
H 3.15106 -0.44084 -2.16721  -0.001
H 2.88931 -2.67642 -2.23839  0.024
C -2.53341 0.56331 -5.90331  -0.266
S -3.02482 -0.05932 -4.30153  0.849
O -2.45960 0.90851 -3.31512  -0.538
C -1.94981 -1.49854 -4.29604  -0.255
H -3.06139 1.50082 -6.07373  0.026
H -1.45768 0.74362 -5.89558  0.054
H -2.79401 -0.15373 -6.68222  0.059
H -0.91355 -1.17900 -4.41725  0.060
H -2.24256 -2.17063 -5.10234  0.058
H -2.07541 -2.00574 -3.34097  0.038
C 0.23284 1.88930 3.98822  -0.257
S 0.89070 3.24406 3.00964  0.811
O 1.50398 2.63518 1.79847  -0.539
C 2.24238 3.65372 4.11557  -0.261
H -0.60532 1.46281 3.43923  0.038
H 1.00712 1.13476 4.12626  0.064
H -0.11177 2.27090 4.94945  0.055
H 2.87673 2.77752 4.24866  0.065
H 1.83765 3.98775 5.07111  0.056
H 2.81364 4.45743 3.65554  0.007
C -0.52025 3.81185 -6.46945  -0.268
S -2.06423 4.66969 -6.79416  0.814
O -3.07456 3.62842 -7.12573  -0.558
C -1.55076 5.41058 -8.34747  -0.273
H -0.64609 3.24244 -5.54972  0.041
H -0.29799 3.13991 -7.29892  0.059
H 0.27901 4.54131 -6.34002  0.056
H -1.25982 4.62575 -9.04557  0.057
H -0.71940 6.09097 -8.16400  0.053
H -2.39801 5.96476 -8.74516  0.049
C -0.18477 -5.96564 1.97329  -0.280
S -1.27432 -7.29808 2.47104  0.795
O -1.48133 -7.15743 3.93670  -0.570
C -0.08543 -8.62497 2.23432  -0.273
H -0.73355 -5.03517 2.09256  0.007
H 0.69988 -5.95785 2.61027  0.062
H 0.09472 -6.08945 0.92676  0.058
H 0.79210 -8.43923 2.85354  0.057
H 0.19048 -8.67900 1.18133  0.053
H -0.56252 -9.55488 2.53638  0.046
C -3.23579 -8.09827 7.17159  -0.270
S -4.42318 -8.07558 5.82613  0.792
O -5.67935 -7.48774 6.36453  -0.561
C -4.67188 -9.85641 5.76837  -0.273
H -2.97813 -7.06626 7.39751  0.050
H -3.68593 -8.57151 8.04460  0.055
H -2.34320 -8.63555 6.85269  0.052
H -5.02902 -10.20700 6.73693  0.055
H -3.73256 -10.34285 5.50512  0.050
H -5.41821 -10.05936 5.00348  0.046
C 5.88408 0.70663 -5.32770  -0.269
S 5.31895 1.01423 -3.65009  0.776
O 4.68924 2.35851 -3.64404  -0.547
C 6.95161 1.19242 -2.92561  -0.263
H 5.00426 0.60679 -5.95960  0.049
H 6.48947 1.54807 -5.66412  0.058
H 6.46166 -0.21751 -5.35191  0.053
H 7.48384 1.99909 -3.42923  0.060
H 7.49496 0.25226 -3.02093  0.054
H 6.82062 1.43591 -1.87341  0.053

6.
The following is a DFT calculation (ωB97M-V with the def2-TZVPD basis set) of C24H20N2O4S in the gas phase.

Values from the calculation:
Frontier orbital gap ... 7.62 eV
Highest occupied orbital energy ... -8.07 eV
Total charge ... 0
LUMO level ... -0.4 eV
Energy ... -1735.22660 a.u.
ΔE to the lowest compared entry with this formula, charge and spin ... 34.2 kcal/mol

Last column: Löwdin charge in e.
CARTESIAN COORDINATES (ANGSTROEM)
C -1.12302 3.74203 -3.23131  -0.069
O 0.00410 3.70094 -2.39038  -0.112
C 0.03176 2.78814 -1.36874  -0.182
C -1.07302 2.05279 -0.97939  0.042
C -1.02341 1.12582 0.06962  -0.209
C -2.23476 0.41166 0.39369  -0.040
C -2.38989 -0.82271 0.91884  -0.409
S -4.00018 -1.43076 1.31656  1.085
C -3.35797 -3.02250 1.79843  -0.722
O -4.02482 -3.92898 2.20543  0.054
N -2.00718 -3.02604 1.60332  0.001
C -1.21676 -4.20866 1.93053  -0.064
C -0.74028 -4.13743 3.35775  -0.200
C -1.51605 -4.66450 4.38182  -0.034
C -1.09392 -4.56321 5.69585  -0.079
C 0.10117 -3.93078 5.99477  -0.092
C 0.87277 -3.39547 4.97709  -0.080
C 0.45379 -3.49634 3.66220  -0.037
C -1.39138 -1.87727 1.13317  -0.423
O -0.20634 -1.83118 0.89801  0.103
C 0.16825 0.99504 0.78182  -0.018
C 1.26882 1.73302 0.41332  0.021
C 1.24530 2.61107 -0.67003  -0.204
O 2.42799 3.23138 -0.91560  -0.018
C 2.68045 3.87395 -2.14775  -0.130
C 2.46137 3.00408 -3.35773  -0.196
C 2.22575 3.57900 -4.60209  -0.027
C 2.00720 2.74799 -5.68725  -0.150
N 2.00400 1.42776 -5.60657  0.053
C 2.24072 0.88246 -4.42731  -0.136
C 2.48221 1.61750 -3.27641  -0.002
H -0.86703 4.44213 -4.02517  0.095
H -1.33119 2.76150 -3.66982  0.105
H -2.00874 4.10670 -2.70179  0.096
H -2.00628 2.17354 -1.50634  0.112
H -3.15256 0.94407 0.16884  0.115
H -1.85389 -5.08138 1.77332  0.134
H -0.37068 -4.22090 1.23909  0.133
H -2.45246 -5.14847 4.14623  0.111
H -1.69981 -4.97803 6.48768  0.103
H 0.43010 -3.85333 7.02063  0.100
H 1.80346 -2.89818 5.20752  0.102
H 1.04844 -3.07360 2.86578  0.108
H 0.22971 0.32906 1.62422  0.112
H 2.19943 1.63948 0.95039  0.126
H 3.74003 4.15172 -2.08603  0.144
H 2.08749 4.79129 -2.23933  0.132
H 2.20408 4.65233 -4.71458  0.116
H 1.81577 3.15527 -6.67160  0.103
H 2.23470 -0.19930 -4.40121  0.106
H 2.67273 1.11731 -2.33945  0.119